{"formula": "C53H48CaF9N4PS4Si", "method": "ωB97M-V/def2-TZVPD", "lumo_energy_ha": -0.002, "mol_weight_g_mol": 1139.4, "relative_energy_kcal_mol": 0.0, "gap_ev": 6.7695, "symbols": ["Ca", "S", "S", "S", "S", "P", "Si", "F", "F", "F", "F", "F", "F", "F", "F", "F", "N", "N", "N", "N", "C", "C", "C", "C", "C", "C", "C", "C", "C", "C", "C", "C", "C", "C", "C", "C", "C", "C", "C", "C", "C", "C", "C", "C", "C", "C", "C", "C", "C", "C", "C", "C", "C", "C", "C", "C", "C", "C", "C", "C", "C", "C", "C", "C", "C", "C", "C", "C", "C", "C", "C", "C", "C", "H", "H", "H", "H", "H", "H", "H", "H", "H", "H", "H", "H", "H", "H", "H", "H", "H", "H", "H", "H", "H", "H", "H", "H", "H", "H", "H", "H", "H", "H", "H", "H", "H", "H", "H", "H", "H", "H", "H", "H", "H", "H", "H", "H", "H", "H", "H", "H"], "positions_angstrom": [[0.67394, -0.99773, 0.44091], [2.75441, -0.58950, -3.40937], [2.14084, 1.00571, -0.68027], [-0.65346, -0.77579, -3.61042], [1.07391, -1.93106, -6.60688], [-1.71883, 1.07594, 1.51319], [5.55572, 1.69569, -0.93587], [-6.62737, -1.51959, -2.35659], [-5.87174, 3.48183, 6.19511], [-0.27623, 6.55048, -2.22200], [1.63031, 6.22027, -1.26671], [1.08572, 5.08500, -3.02069], [-6.57961, -2.95256, -0.74668], [-4.11823, 3.21326, 7.42290], [-4.37513, 5.02886, 6.28407], [-5.17434, -3.10779, -2.37931], [1.10298, -0.24250, 2.65302], [-0.09722, -2.93309, -0.70482], [-0.75517, -2.06805, 1.79713], [2.92734, -1.33973, 0.32412], [-1.66184, 2.80287, -0.78749], [3.18686, -1.67245, -4.78751], [-1.25785, -3.41494, -0.13944], [-4.83934, -1.35291, -0.82850], [-3.26908, 3.12459, 2.74814], [-5.21584, -0.77900, 0.37585], [-0.02170, 4.54259, -1.01395], [-0.61327, -1.91305, 3.15042], [7.04989, 1.11719, -1.88290], [-1.65158, -2.91294, 1.16877], [0.29792, 0.75642, -3.61915], [2.18977, 1.00397, 4.37758], [-3.83391, 3.07199, 5.08123], [-2.70964, -0.28440, -0.66699], [0.35424, -3.45999, -1.81715], [4.75165, 0.13855, -0.22104], [6.12397, 2.71690, 0.50516], [0.45120, 4.27109, 0.26016], [5.14900, -2.02289, 0.83622], [1.97704, 0.65917, 3.03037], [-0.11780, -1.44485, 5.95110], [-1.22424, -0.93973, -5.31906], [-1.49403, -4.94118, -1.98918], [-4.54509, 3.69821, 6.25003], [-2.89650, -3.30228, 1.61779], [-5.80032, -2.23677, -1.57425], [5.61000, -0.81907, 0.30505], [-3.89585, 3.69873, 3.83992], [-0.62431, -2.14569, -6.03724], [-1.08261, 3.81755, -1.53503], [3.79435, -2.23993, 0.80717], [-1.17809, 2.49819, 0.48326], [-3.06384, 0.29953, 0.54910], [-1.20343, -2.66314, 4.15622], [0.57371, -0.68175, 4.97370], [-4.33063, 0.04318, 1.06328], [1.49371, 0.33170, 5.33360], [-3.58519, -1.09754, -1.36125], [-0.12240, 3.24953, 0.99940], [3.37003, -0.15136, -0.16129], [1.70279, 0.65889, -4.21028], [-3.69328, -4.23167, 0.90472], [-2.57478, 1.92196, 2.88823], [4.54199, 2.72913, -2.08442], [-3.26304, -4.80779, -0.25009], [0.36760, -0.91743, 3.60143], [0.60953, 5.60147, -1.87314], [-0.95732, -2.42811, 5.52700], [-2.01434, -4.40102, -0.79086], [-3.15550, 1.87686, 5.23299], [-0.30787, -4.49992, -2.49244], [2.09490, -2.62928, -5.27157], [-2.52403, 1.30470, 4.13382], [1.28016, 4.83593, 0.66265], [-3.10714, 1.39481, 6.19956], [7.56915, 1.97520, -2.32014], [-0.28326, 1.52645, -4.13162], [-1.45898, 4.04485, -2.52516], [-4.42909, 4.63475, 3.73327], [2.53259, 1.14905, 2.23564], [-0.66911, -3.03326, -5.40306], [-4.66309, -4.50047, 1.30686], [3.70137, 3.20377, -1.57730], [-2.49049, 2.24613, -1.20579], [3.36346, -3.15998, 1.18635], [-1.72506, -0.12125, -1.09836], [0.11868, -4.91705, -3.39535], [1.64924, 0.41091, -5.26926], [6.79007, 2.13915, 1.15210], [2.19431, 1.62678, -4.09831], [2.90168, 1.77804, 4.62997], [0.05634, -1.25766, 7.00315], [-1.20766, -2.36075, -6.93462], [-3.31348, 3.61847, 1.78404], [-1.98800, 0.36906, 4.25495], [-3.27949, -2.87946, 2.53578], [1.26228, -3.02315, -2.22306], [-1.86900, -3.46894, 3.88550], [-1.46194, -3.05246, 6.25496], [3.57638, -1.07693, -5.61556], [-3.85436, -5.55414, -0.76505], [6.68012, -0.63680, 0.29913], [1.43644, -2.89618, -4.44496], [5.27898, 3.05985, 1.10876], [1.64087, 0.55185, 6.38534], [6.67038, 3.59894, 0.15779], [2.55180, -3.53823, -5.66424], [4.02301, -2.25471, -4.39333], [-3.27686, -1.53914, -2.29957], [7.76752, 0.58899, -1.25120], [0.36981, 1.03652, -2.56984], [-2.05632, -5.71674, -2.49784], [6.75781, 0.44809, -2.69688], [4.13784, 2.11792, -2.89702], [5.82276, -2.76403, 1.24223], [-2.31201, -1.03718, -5.29436], [0.27551, 3.01926, 1.98468], [-4.62944, 0.46878, 2.01380], [-6.19519, -0.98449, 0.78878], [5.18891, 3.50293, -2.51157], [-0.98691, -0.01698, -5.85018]], "lowdin_charge": [1.1464, 0.8377, 0.5422, 0.8795, 0.8730, 1.1335, 0.4737, 0.1428, 0.1445, 0.1418, 0.1402, 0.1390, 0.1358, 0.1405, 0.1422, 0.1359, -0.0134, 0.0027, -0.0975, -0.1231, -0.0670, -0.5475, -0.1549, -0.1204, -0.0548, -0.0005, -0.1215, -0.2567, -0.1771, -0.2416, -0.5518, -0.0453, -0.1180, -0.1231, -0.1695, -0.2466, -0.1737, -0.0086, -0.0681, -0.1457, -0.0709, -0.5138, 0.0000, -0.5935, -0.0343, -0.5896, -0.0815, -0.0011, -0.5533, -0.0080, -0.1426, -0.3716, -0.3456, -0.0327, -0.1777, -0.0510, -0.0106, -0.0064, -0.1031, -0.7664, -0.5086, -0.0780, -0.3566, -0.2073, -0.0582, -0.1779, -0.5917, -0.0893, -0.1613, 0.0061, -0.0560, -0.5248, -0.0590, 0.1231, 0.1232, 0.0357, 0.0828, 0.1278, 0.1260, 0.0875, 0.0630, 0.1093, -0.0011, 0.1034, 0.1127, 0.0611, 0.1044, 0.0432, 0.0316, 0.0640, 0.1055, 0.1051, 0.0681, 0.1142, 0.0911, 0.1039, 0.0819, 0.0903, 0.1038, 0.0709, 0.1119, 0.0969, 0.0284, 0.0314, 0.1184, 0.0347, 0.0664, 0.0685, 0.1045, 0.0240, -0.0172, 0.1215, 0.0379, 0.0044, 0.1004, 0.0693, 0.1070, 0.1070, 0.1260, 0.0399, 0.0773]}

---

{"formula": "C3H4N2O", "method": "ωB97M-V/def2-TZVPD", "smiles": "[H]/N=N/C=C=CO", "lumo_energy_ha": 0.006, "mol_weight_g_mol": 84.1, "relative_energy_kcal_mol": 108.2, "gap_ev": 9.5495, "symbols": ["O", "N", "N", "C", "C", "C", "H", "H", "H", "H"], "positions_angstrom": [[1.46616, -0.78630, 0.90822], [-1.36862, -0.01490, 0.66916], [-1.33140, 1.11140, 0.16252], [0.58148, 0.27272, -0.94537], [-0.25997, 1.27219, -0.82303], [0.75464, -0.84435, -0.24730], [0.37596, -1.81724, -0.55675], [-2.12913, -0.04399, 1.35250], [-0.25884, 2.22801, -1.33138], [2.20875, -1.39236, 0.83962]], "lowdin_charge": [0.0089, 0.0521, -0.0312, -0.0217, -0.1521, -0.2345, 0.1220, 0.0744, 0.0784, 0.1036]}

---

{"formula": "C4H10N2O", "method": "ωB97M-V/def2-TZVPD", "smiles": "CN(C)C(=O)CN", "lumo_energy_ha": 0.031, "mol_weight_g_mol": 102.1, "relative_energy_kcal_mol": 37.0, "gap_ev": 9.8677, "symbols": ["O", "N", "N", "C", "C", "C", "C", "H", "H", "H", "H", "H", "H", "H", "H", "H", "H"], "positions_angstrom": [[0.64225, 0.05754, 1.65854], [-0.98763, 0.20429, 0.06221], [1.90892, -1.41554, -0.75890], [1.46731, -0.03589, -0.54790], [0.31141, 0.05203, 0.49603], [-1.83046, 1.13839, 0.79117], [-1.32833, -0.03449, -1.33479], [2.81272, -1.46440, -1.19300], [-2.12792, 1.92040, 0.08127], [1.19063, 0.39067, -1.51410], [-0.68094, -0.74728, -1.81616], [-2.77566, 0.66053, 1.06967], [-2.34979, -0.42131, -1.39359], [2.26055, 0.56095, -0.11679], [1.27649, -2.02203, -1.21439], [-1.37837, 0.94601, -1.83211], [-1.28440, 1.52993, 1.63990]], "lowdin_charge": [0.0677, -0.1638, 0.0131, -0.1851, -0.4539, -0.0429, -0.0625, 0.0615, 0.0838, 0.0910, 0.0742, 0.0886, 0.0898, 0.1150, 0.0438, 0.0924, 0.0873]}

---

{"formula": "C4H8NO3", "method": "ωB97M-V/def2-TZVPD", "total_charge": -1, "lumo_energy_ha": 0.128, "mol_weight_g_mol": 118.1, "relative_energy_kcal_mol": 41.0, "gap_ev": 7.5432, "symbols": ["O", "O", "O", "N", "C", "C", "C", "C", "H", "H", "H", "H", "H", "H", "H", "H"], "positions_angstrom": [[1.83893, -0.43510, 0.65407], [-2.76294, 2.37321, 0.10782], [3.12194, -1.87593, -0.51049], [-1.74636, 1.76822, -1.75600], [-1.74681, 1.80298, -0.30949], [2.18002, -1.60940, 0.28585], [-0.56831, 1.52678, 0.48509], [1.22842, -2.65480, 0.76480], [0.62475, -3.11636, -0.15843], [0.50306, -2.20928, 1.32180], [1.67318, -3.55206, 1.25582], [-0.26907, 2.48653, 0.78237], [-1.30123, 1.03725, -2.22371], [-2.35454, 2.48189, -2.17720], [0.30173, 1.00182, 0.08288], [-0.72276, 0.97424, 1.39484]], "lowdin_charge": [-0.1368, -0.0180, -0.1128, 0.1128, -0.5220, -0.7870, -0.0199, -0.0698, 0.1060, 0.0042, 0.0665, 0.0773, 0.0533, 0.0960, 0.0623, 0.0879]}

---

{"formula": "C2H3N3OS", "method": "ωB97M-V/def2-TZVPD", "smiles": "[H]/N=c1/nc(S)[nH]o1", "lumo_energy_ha": 0.014, "mol_weight_g_mol": 117.1, "relative_energy_kcal_mol": 64.1, "gap_ev": 9.7998, "symbols": ["S", "O", "N", "N", "N", "C", "C", "H", "H", "H"], "positions_angstrom": [[0.40558, 0.29294, -2.58953], [-0.90242, -0.77281, 0.98637], [-0.75639, -1.10325, -0.48404], [0.75186, 0.58788, 2.17903], [0.45383, 0.78662, -0.13167], [-0.11486, 0.03145, -0.93640], [0.06939, 0.24622, 1.14181], [0.63504, -0.06936, 3.15873], [-1.73778, -1.41016, -0.89071], [1.19575, 1.41049, -2.43359]], "lowdin_charge": [0.8035, -0.0127, 0.0726, 0.1049, 0.0847, -0.8292, -0.4843, 0.1444, 0.1973, -0.0811]}

---

{"formula": "C2H2CaNaO2", "method": "ωB97M-V/def2-TZVPD", "total_charge": 1, "lumo_energy_ha": [-0.180, -0.243], "mol_weight_g_mol": 121.1, "gap_ev": [5.8948, 3.6955], "symbols": ["Ca", "Na", "O", "O", "C", "C", "H", "H"], "positions_angstrom": [[3.07108, -1.14577, -0.75499], [1.64016, -2.02668, 1.19736], [-0.97444, 1.02575, -1.80858], [-0.26823, -0.92350, 0.06445], [-1.15206, 1.22160, -0.51823], [-0.53281, 0.35726, 0.42243], [-2.00747, 0.61062, 0.35868], [0.22376, 0.88073, 1.03887]], "lowdin_charge": [1.1007, 0.1937, 0.0391, -0.2578, -0.1035, -0.3309, 0.2322, 0.1266]}